18
Properties=species:S:1:pos:R:3:nbo_charge:R:1 method="wB97M-V/def2-TZVPD" lumo_energy_ev=0.675 e_above_lowest_kj_mol=356.6 orbital_gap_ha=0.3465 homo_ev=-8.8
S 0.00619 -1.01653 -1.41400 1.16
S 1.09950 2.43282 -0.58107 0.29
O 0.02229 1.43271 0.05502 -0.69
O 0.74444 -0.29355 -2.50759 -0.99
C -0.58430 -0.48318 1.20139 -0.68
C 0.40497 0.09271 0.23362 0.20
C -1.77551 -0.44067 -1.57780 -0.83
C 1.96629 -0.20061 0.70333 -0.70
H -1.45266 -0.93580 0.69456 0.21
H 1.11366 2.01816 -1.92877 0.13
H -0.85903 0.33793 1.82999 0.23
H 2.65847 0.03160 -0.10475 0.24
H -1.80293 0.66534 -1.51595 0.24
H -2.42539 -0.83983 -0.81089 0.22
H -0.04328 -1.23911 1.76738 0.23
H 2.35150 -1.27466 0.98024 0.24
H -2.24411 -0.53196 -2.54057 0.25
H 2.23308 0.62052 1.39375 0.23


9
Properties=species:S:1:pos:R:3:nbo_charge:R:1 method="wB97M-V/def2-TZVPD" lumo_energy_ev=-1.154 smiles="O=C1C=CC(=O)O1" e_above_lowest_kj_mol=154.0 orbital_gap_ha=0.3536 homo_ev=-10.8
O -1.01071 2.01012 0.12344 -0.49
O 1.80536 -1.06531 0.58720 -0.48
O 0.25705 0.45141 0.70096 -0.48
C -0.67554 0.87756 -0.16734 0.72
C -0.97176 -0.33750 -0.89564 -0.25
C 0.71376 -0.73709 0.34241 0.73
C -0.12265 -1.24160 -0.73168 -0.23
H -1.96693 -0.45028 -1.30545 0.24
H -0.10944 -2.08762 -1.27388 0.24


44
Properties=species:S:1:pos:R:3:nbo_charge:R:1 method="wB97M-V/def2-TZVPD" lumo_energy_ev=0.730 smiles="COc1ccc([C@H](c2ccc3c(c2)CCO3)N2C(=O)CCC2=O)cc1" e_above_lowest_kj_mol=276.7 orbital_gap_ha=0.3200 homo_ev=-8.0
O 2.40759 -2.72844 -4.25890 -0.49
O -4.15335 2.99454 0.81755 -0.51
O 2.21323 -1.99086 2.36333 -0.59
O 0.83426 2.22100 1.20435 -0.57
N 1.48828 -0.00915 1.35815 -0.47
C 1.57730 -2.21686 -0.83240 -0.18
C -3.93661 1.44785 2.63513 -0.45
C 2.27045 -2.14618 -5.53787 -0.25
C 1.61333 -2.37176 -3.23166 0.33
C 2.01714 -2.83074 -1.98659 -0.27
C 2.21595 -0.77380 2.22113 0.70
C 2.65688 1.51871 2.60932 -0.50
C -2.90474 1.16604 1.57743 -0.11
C -1.92866 0.17466 1.53031 -0.18
C 1.54429 1.32276 1.62825 0.70
C -0.01953 -1.07473 -2.07625 -0.20
C -3.14662 2.09894 0.55531 0.38
C -2.28610 2.10296 -0.54091 -0.29
C 0.46406 -1.61368 -3.25145 -0.32
C 3.06570 0.14927 3.04525 -0.51
C -0.90591 0.36824 0.54778 -0.06
C 0.64349 -1.15143 -0.82288 -0.03
C 0.25987 -0.57402 0.48741 -0.08
C -4.77118 2.65834 2.12856 -0.06
C -1.23459 1.19720 -0.54981 -0.16
H 2.95131 0.00272 4.10212 0.24
H 2.35209 -1.06380 -5.47350 0.18
H -0.50715 1.19960 -1.39280 0.23
H 1.93145 -2.70587 0.06789 0.24
H 3.44951 2.00812 2.08237 0.24
H 3.03040 -2.52209 -6.21474 0.20
H 2.83151 -3.53473 -2.04066 0.22
H -1.02493 -0.67044 -2.24688 0.23
H 4.09891 -0.03783 2.79343 0.24
H -4.54806 0.55562 2.78107 0.22
H 1.28892 -2.39732 -5.94205 0.17
H 0.08503 -1.33728 -4.22913 0.22
H -4.70923 3.53652 2.78452 0.19
H 0.17711 -1.44529 1.23096 0.24
H 2.34018 2.11369 3.45333 0.24
H -3.52922 1.69363 3.61420 0.22
H -1.95272 -0.54169 2.37342 0.22
H -2.43375 2.83044 -1.33347 0.22
H -5.81587 2.37712 1.96939 0.19


45
Properties=species:S:1:pos:R:3:nbo_charge:R:1 method="wB97M-V/def2-TZVPD" s_squared=2.023 lumo_energy_ev="0.177 / -0.305" e_above_lowest_kj_mol=51.3 spin_multiplicity=3 orbital_gap_ha="0.1982 / 0.2560" homo_ev="-5.2 / -7.3"
Te 1.58369 -2.05434 0.37966 0.05
Ti 0.52506 0.14491 -0.45907 1.12
N -1.06748 -0.81681 -1.57695 -0.57
N -1.14869 0.29765 0.86997 -0.64
C 6.05981 -1.68279 2.40094 -0.23
C 4.48275 -0.97443 0.68482 -0.27
C -2.00122 -2.24155 -3.26768 -0.30
C 5.09442 -2.54241 2.95003 -0.20
C -0.91277 -1.62656 -2.65450 0.08
C 5.75219 -0.89978 1.27984 -0.20
C 1.58476 0.21864 -2.29693 -1.19
C 1.93786 2.62155 -0.57172 -0.61
C 3.51850 -1.82892 1.24713 -0.21
C -3.47653 -0.15265 1.18627 -0.18
C -3.27766 -2.03945 -2.74080 -0.17
C -2.29681 -0.70957 -0.98018 0.14
C -1.04338 0.67040 2.17595 0.06
C 1.40206 1.75288 0.58697 -0.71
C -2.15639 0.70020 3.00374 -0.29
C -2.33959 -0.14717 0.36436 0.10
C 3.81334 -2.60960 2.38725 -0.25
C -3.42633 -1.27392 -1.59150 -0.22
C -3.39031 0.27710 2.50549 -0.22
H 1.78366 3.68435 -0.32694 0.22
H -2.03582 1.06175 4.02373 0.22
H 0.28977 1.81464 0.57149 0.26
H 2.50760 0.81542 -2.35604 0.22
H -0.05313 1.00044 2.50814 0.20
H 3.01206 2.45440 -0.72085 0.23
H -4.41379 -0.51287 0.76428 0.21
H 6.50795 -0.22894 0.86520 0.21
H 0.85273 0.65968 -3.00136 0.21
H 1.66386 2.06298 1.60329 0.26
H -1.81760 -2.86539 -4.14452 0.23
H 1.43225 2.44817 -1.52737 0.24
H 3.03927 -3.25846 2.79887 0.22
H 5.33326 -3.16176 3.81774 0.21
H -4.14746 -2.49791 -3.20687 0.22
H -4.27020 0.26338 3.14415 0.22
H 1.92114 0.71527 0.57328 0.24
H 0.11069 -1.77322 -3.00217 0.22
H -4.39340 -1.12129 -1.11878 0.21
H 1.80187 -0.80891 -2.61779 0.23
H 4.23679 -0.39309 -0.20631 0.22
H 7.05555 -1.63798 2.84564 0.21


25
Properties=species:S:1:pos:R:3:nbo_charge:R:1 method="wB97M-V/def2-TZVPD" lumo_energy_ev="-0.404 / -0.412" e_above_lowest_kj_mol=424.6 orbital_gap_ha="0.3159 / 0.3156" homo_ev="-9.0 / -9.0"
F 1.19697 -1.37585 -1.50786 -0.36
N 0.92506 -2.73028 1.60595 -0.29
C -1.25248 -0.52443 -0.12092 0.16
C -1.89626 -0.98685 0.97588 -0.32
C 3.45582 -0.04145 0.20424 -0.60
C 1.96062 0.20147 0.24344 -0.35
C -3.81658 0.33813 0.06734 -0.23
C -3.10757 0.77574 -1.00828 -0.19
C 1.65417 1.43444 -0.58211 -0.60
C -3.28129 -0.54742 1.02574 -0.17
C 1.12617 -2.05739 0.71015 0.20
C 1.13890 -0.93395 -0.14262 0.36
C -1.76793 0.26939 -1.15362 -0.30
H 3.93899 -0.77546 0.88558 0.23
H 3.77067 -0.26706 -0.80237 0.22
H 3.94120 0.98539 0.62687 0.21
H 2.15939 1.51336 -1.61639 0.22
H -3.88487 -0.99662 1.77610 0.21
H -4.83629 0.51762 0.23168 0.22
H -3.48232 1.40415 -1.77301 0.22
H 0.54057 1.73108 -0.67213 0.23
H -1.07143 0.77511 -1.84086 0.23
H 1.65957 0.48884 1.23503 0.24
H -1.33244 -1.49579 1.71288 0.25
H 2.26133 2.29782 -0.08069 0.22


12
Properties=species:S:1:pos:R:3:nbo_charge:R:1 method="wB97M-V/def2-TZVPD" s_squared=2.006 lumo_energy_ev="0.442 / -3.471" e_above_lowest_kj_mol=0.0 spin_multiplicity=3 orbital_gap_ha="0.2327 / 0.2327" homo_ev="-5.9 / -9.8"
S 1.79007 2.91052 -3.22970 -0.54
P 2.21480 1.13525 -2.56700 2.00
F 2.38806 -0.10131 -3.58223 -0.54
F 3.55582 1.01037 -1.66725 -0.54
O 2.00473 -1.06562 -0.56893 -0.17
N 0.96074 0.61510 -1.62681 -1.00
C -0.10247 -0.19917 0.35776 -0.63
C 1.08668 -0.27356 -0.52693 0.27
H -0.84594 -0.80293 -0.19870 0.22
H 0.27073 -0.56766 1.29655 0.24
H -0.26752 0.89626 0.49208 0.23
H 0.17600 1.30224 -1.53406 0.45


11
Properties=species:S:1:pos:R:3:nbo_charge:R:1 method="wB97M-V/def2-TZVPD" lumo_energy_ev=0.643 smiles="O=CCCO" e_above_lowest_kj_mol=231.4 orbital_gap_ha=0.3444 homo_ev=-8.7
O 0.63847 0.10028 -1.49024 -0.74
O -1.83590 -1.77229 0.53966 -0.53
C -0.33838 0.16429 0.86454 -0.58
C -1.01230 -1.03519 0.04913 0.41
C 0.64440 0.80375 -0.13674 -0.07
H 0.14953 -0.24162 1.76626 0.23
H 1.34502 -0.56260 -1.55899 0.48
H 0.34816 1.81245 -0.42789 0.20
H 1.68324 0.78716 0.19718 0.18
H -1.14424 0.84455 1.18859 0.24
H -0.47801 -0.90077 -0.99149 0.18


6
Properties=species:S:1:pos:R:3:nbo_charge:R:1 method="wB97M-V/def2-TZVPD" lumo_energy_ev=-1.265 smiles=C#CBr.BrBr e_above_lowest_kj_mol=156.0 orbital_gap_ha=0.3104 homo_ev=-9.7
Br -1.37342 -1.80311 -0.38684 0.00
Br -2.56809 -0.88852 1.29547 0.00
Br -0.35561 2.36593 0.19888 0.19
C 0.76643 1.00751 -0.19405 -0.18
C 1.40606 0.03756 -0.34422 -0.26
H 2.12463 -0.71937 -0.56925 0.24


86
Properties=species:S:1:pos:R:3:mulliken_charge:R:1 method="wB97M-V/def2-TZVPD" s_squared=6.017 lumo_energy_ev="-3.373 / -6.162" total_charge=+1 e_above_lowest_kj_mol=48.6 spin_multiplicity=5 orbital_gap_ha="0.2488 / 0.1385" homo_ev="-10.1 / -9.9"
Rh -0.62933 -0.05732 -2.19294 -0.54
P 1.31928 1.64541 0.57601 1.47
P 0.70295 -1.63769 -0.27092 1.45
F 1.15210 -2.43024 6.34093 -0.28
F 0.53606 1.54548 5.25883 -0.26
F 1.81687 -3.05645 4.36207 -0.30
F -0.83788 -0.07943 5.81512 -0.30
F 1.06904 0.16780 6.89524 -0.28
F -0.30652 -2.61765 4.77437 -0.25
O 0.84168 -0.45192 3.33254 -0.24
C 1.27795 2.58347 2.14816 -1.21
C 2.24359 -2.05448 -1.23642 -0.97
C -2.26708 -1.51015 1.96139 -1.01
C 1.10681 -1.17851 -4.59728 -1.24
C -0.44680 1.67941 -4.37415 -1.78
C 0.94418 -2.20994 5.02337 0.52
C -0.36326 -2.97349 -0.99712 -1.06
C -0.18225 -1.53374 -3.95992 -0.02
C 2.73194 -0.46229 4.80271 -1.94
C 1.25939 0.61060 -2.73122 1.43
C 0.49673 0.24312 5.66361 0.64
C -1.31726 0.50780 -4.87963 -1.41
C -2.31675 -0.46271 0.94345 0.54
C 1.75163 3.12524 -0.48539 -1.43
C -1.94770 0.88639 1.17928 0.99
C -2.43496 0.71875 -1.09156 0.46
C -1.94961 1.64397 -0.01018 0.40
C -2.71055 -0.56873 -0.41414 0.89
C -1.92164 3.10831 -0.09275 -1.62
C 1.24591 -0.70074 4.54909 0.64
C 3.01322 0.96518 0.84322 -1.18
C 0.12106 1.54363 -3.04877 0.25
C -1.30880 -0.73238 -3.97808 -0.64
C -3.48444 -1.67860 -1.03111 -1.34
C 1.16882 -2.57553 1.26594 -1.54
C -3.14926 1.22598 -2.28572 -1.26
C 1.94498 -0.04699 -3.94893 -1.85
C -1.70064 1.38103 2.55890 -1.00
H 2.67824 -3.06428 -1.11350 0.56
H 1.70712 -2.09279 -4.64381 0.47
H -1.41510 -1.38658 2.65627 -0.38
H 2.90712 -0.46435 -3.64844 0.58
H 3.27663 -1.02930 4.04828 0.40
H -2.60281 1.31277 3.19570 0.41
H -1.05278 2.55803 -4.28792 0.50
H -1.40302 2.44126 2.57199 0.43
H 3.47230 0.55347 -0.05798 0.39
H 3.05926 -0.75443 5.82768 0.37
H -2.92828 3.51594 0.07123 0.40
H -3.26911 0.39938 -3.00249 0.40
H -1.17199 -3.27198 -0.30262 0.30
H -3.39893 -2.60066 -0.45341 0.45
H 0.48497 3.31710 2.16380 0.42
H 2.94530 0.60471 4.62068 0.39
H -2.19292 -2.52106 1.52976 0.46
H -0.95885 0.20033 -5.86427 0.55
H -3.16041 -1.82100 -2.05433 0.13
H 1.94400 0.74518 -1.85684 -0.03
H -3.16669 -1.54357 2.63036 0.42
H 2.60190 3.76957 -0.16530 0.48
H 1.04881 1.89059 2.94457 -0.02
H 0.34826 -2.55662 1.95888 0.09
H -0.14594 2.27059 -2.20888 -0.05
H 3.74572 1.66025 1.28452 0.52
H 2.19631 3.10301 2.43162 0.59
H 2.91227 0.11681 1.52792 -0.05
H 2.09936 -1.88742 -2.31015 0.10
H -0.25143 -2.54086 -3.58536 0.72
H -4.14242 1.64067 -2.02160 0.39
H 1.94337 2.82938 -1.52946 0.38
H -0.91822 0.79262 3.06497 -0.39
H 0.14619 -3.90354 -1.35498 0.48
H -2.56968 1.99644 -2.78786 0.30
H 0.87539 3.77786 -0.57265 0.35
H -2.35038 0.84817 -4.98861 0.29
H -0.89490 -2.53942 -1.84990 -0.24
H 1.48337 -3.61997 1.18531 0.68
H -1.59505 3.46325 -1.08255 0.33
H 2.11165 0.70967 -4.70297 0.47
H -1.26586 3.56859 0.66379 0.38
H 0.40652 1.81654 -5.00197 0.63
H 3.01973 -1.35232 -0.95799 0.22
H -2.26890 -1.15818 -3.74545 1.06
H 1.93722 -2.04342 1.80537 0.20
H -4.56542 -1.39816 -1.05638 0.32
H 0.86863 -0.91484 -5.64304 0.45